1.
C4H17N5 as an isolated structure at a distorted geometry. Source: the Open Molecules 2025 dataset; level of theory: ωB97M-V/def2-TZVPD.

Calculated values
* spin multiplicity: 3
* E_tot: -435.61274 Eh
* Kohn-Sham gap (spin up / spin down): 6.0 / 9.3 eV
* charge: +2
* F_max: 0.1430 hartree/bohr
* HOMO (spin up / spin down): -12.3 / -18.3 eV
* ⟨S²⟩: 2.006

Element x y z (Å)
C: -1.006 -2.472 -0.727
C: -0.411 -0.096 -0.112
C: -1.032 -1.276 0.116
C: 1.194 0.753 2.180
N: 0.205 0.034 -1.389
N: 0.190 1.108 3.007
N: 1.893 1.641 1.391
N: -1.349 1.081 -3.295
N: 1.733 -0.465 2.342
H: -0.157 -3.099 -0.603
H: -1.817 -3.018 -0.334
H: -1.144 -2.293 -1.759
H: -0.739 0.805 0.465
H: -1.628 -1.475 0.989
H: -0.614 0.544 -2.362
H: 0.587 -0.829 -1.722
H: -0.270 0.489 3.672
H: -0.245 1.961 2.663
H: 1.192 2.361 1.213
H: 2.825 1.565 0.899
H: -0.683 1.712 -3.678
H: -2.061 1.361 -2.659
H: -1.849 0.496 -3.943
H: 1.771 -1.037 3.320
H: 0.812 0.739 -1.501
H: 2.602 -0.590 1.826


2.
One molecule with the formula C5H8O at a distorted geometry. Source: the Open Molecules 2025 dataset; level of theory: ωB97M-V/def2-TZVPD.

Calculated values
* E_tot: -270.48120 Eh
* relative energy (zero: lowest compared OMol25 entry of this formula, charge and spin): 201.37 kJ/mol
* Kohn-Sham gap: 10.9 eV
* charge: 0
* F_max: 0.0258 hartree/bohr
* HOMO: -9.8 eV

Element x y z (Å)
C: 0.587 2.475 0.422
C: 0.313 1.208 0.747
C: -0.088 0.181 -0.256
C: 0.771 -1.070 -0.493
O: -0.389 -1.907 -0.507
C: -1.187 -0.851 0.102
H: 0.846 3.268 1.166
H: 0.488 2.822 -0.586
H: 0.390 0.872 1.787
H: -0.293 0.701 -1.198
H: 1.320 -1.139 -1.443
H: 1.457 -1.259 0.349
H: -1.306 -0.971 1.199
H: -2.167 -0.696 -0.348


3.
One molecule with the formula C3HFN2 at a distorted geometry. Source: the Open Molecules 2025 dataset; level of theory: ωB97M-V/def2-TZVPD.

Calculated values
* E_tot: -324.20688 Eh
* relative energy (zero: lowest compared OMol25 entry of this formula, charge and spin): 77.81 kJ/mol
* Kohn-Sham gap: 12.4 eV
* charge: 0
* F_max: 0.1688 hartree/bohr
* HOMO: -12.3 eV

Element x y z (Å)
N: 1.885 -1.286 0.052
C: 0.728 -0.940 -0.137
C: -0.546 -0.217 -0.113
F: -0.830 0.054 -1.347
C: -0.063 0.998 0.567
N: 0.243 2.084 0.742
H: -1.417 -0.693 0.235


4.
C4H12N2OS as an isolated structure at a distorted geometry. Source: the Open Molecules 2025 dataset; level of theory: ωB97M-V/def2-TZVPD.

Calculated values
* spin multiplicity: 2
* E_tot: -742.11346 Eh
* relative energy (zero: lowest compared OMol25 entry of this formula, charge and spin): 270.21 kJ/mol
* Kohn-Sham gap (spin up / spin down): 8.9 / 5.3 eV
* charge: +1
* F_max: 0.0610 hartree/bohr
* HOMO (spin up / spin down): -13.4 / -13.4 eV
* ⟨S²⟩: 0.756

Element x y z (Å)
C: 1.169 1.810 -2.012
C: -0.037 0.964 -1.888
S: 0.498 -0.981 -1.248
N: 2.169 1.292 -3.032
H: 1.553 1.759 -0.981
H: 0.880 2.868 -2.287
H: -0.535 0.863 -2.834
H: -0.703 1.252 -1.103
H: 1.779 1.347 -3.975
H: 2.191 0.304 -2.750
O: -0.556 0.467 3.515
C: -0.299 -0.703 3.478
C: -0.703 -1.650 2.363
N: -1.672 -1.166 1.382
H: 0.206 -1.226 4.405
H: 0.223 -1.883 1.863
H: -1.097 -2.583 2.794
H: -0.985 -1.277 -0.274
H: -2.683 -1.144 1.727
H: -1.399 -0.312 0.856


5.
C3H5InO4 as an isolated structure at a distorted geometry. Source: the Open Molecules 2025 dataset; level of theory: ωB97M-V/def2-TZVPD.

Calculated values
* E_tot: -607.59314 Eh
* relative energy (zero: lowest compared OMol25 entry of this formula, charge and spin): 0.00 kJ/mol
* Kohn-Sham gap: 6.8 eV
* charge: +2
* F_max: 0.1207 hartree/bohr
* HOMO: -19.6 eV

Element x y z (Å)
O: -1.606 -0.710 3.175
C: -1.506 -0.177 2.099
O: -0.611 0.604 1.621
O: -2.417 -0.425 1.064
H: -3.211 -0.895 1.347
C: 0.891 -0.001 -1.776
O: -0.265 0.398 -1.551
C: 2.020 0.219 -0.847
H: 2.681 0.576 -1.727
H: 0.987 -0.874 -2.447
H: 1.928 1.125 -0.241
H: 2.473 -0.746 -0.576
In: -1.363 0.906 -0.140


6.
A 6-piece molecular cluster, C36H30BBrO27S overall at a distorted geometry. Source: the Open Molecules 2025 dataset; level of theory: ωB97M-V/def2-TZVPD.

Calculated values
* E_tot: -6418.20219 Eh
* Kohn-Sham gap: 7.6 eV
* charge: 0
* F_max: 0.1759 hartree/bohr
* HOMO: -9.7 eV

Element x y z (Å)
O: -4.282 -1.311 -5.016
C: -3.580 -0.275 -4.542
Br: -4.348 1.563 -4.975
C: -2.216 -0.354 -3.635
C: -1.496 -1.854 -3.636
C: -0.019 -1.726 -4.389
C: 1.046 -0.847 -3.484
C: 1.546 -1.727 -2.154
O: 1.080 -1.128 -0.885
B: 1.971 -1.579 0.221
O: 3.196 -0.841 0.631
O: 1.563 -2.870 0.879
O: 1.293 -3.170 -2.282
S: -0.338 -3.576 -2.010
O: -0.683 -4.631 -3.130
O: -1.401 -2.261 -2.225
H: -2.525 -0.081 -2.517
H: -1.489 0.496 -4.007
H: -2.121 -2.657 -4.254
H: -0.244 -1.165 -5.414
H: 0.418 -2.788 -4.713
H: 1.954 -0.598 -4.216
H: 0.557 0.185 -3.179
H: 2.734 -1.601 -2.147
H: 2.927 0.099 0.927
H: 0.700 -2.680 1.392
C: 6.747 0.188 -0.684
C: 6.352 -0.666 0.262
C: 7.207 -1.812 0.677
O: 6.826 -2.568 1.563
C: 8.496 -1.993 -0.009
C: 8.890 -1.142 -0.958
C: 8.046 0.020 -1.353
O: 8.443 0.796 -2.216
O: 10.098 -1.308 -1.609
O: 5.131 -0.515 0.894
H: 6.136 1.026 -0.994
H: 9.100 -2.840 0.290
H: 10.154 -0.565 -2.249
H: 5.077 -1.255 1.538
C: -7.308 -1.743 -1.029
C: -7.486 -2.666 -0.081
C: -6.775 -3.974 -0.131
O: -6.944 -4.794 0.764
C: -5.886 -4.231 -1.275
C: -5.711 -3.310 -2.224
C: -6.401 -1.992 -2.160
O: -6.205 -1.158 -3.037
O: -4.879 -3.547 -3.304
O: -8.339 -2.441 0.983
H: -7.817 -0.788 -1.004
H: -5.389 -5.192 -1.308
H: -4.919 -2.730 -3.848
H: -8.295 -3.255 1.530
C: 2.888 4.009 2.037
C: 3.644 5.108 2.057
C: 5.108 5.036 2.322
O: 5.780 6.061 2.315
C: 5.695 3.714 2.589
C: 4.938 2.615 2.572
C: 3.480 2.685 2.280
O: 2.814 1.655 2.254
O: 5.483 1.369 2.825
O: 3.095 6.357 1.832
H: 1.824 4.047 1.844
H: 6.757 3.677 2.797
H: 4.735 0.738 2.753
H: 3.844 6.988 1.898
C: -7.510 -6.594 3.509
C: -7.941 -6.122 4.681
C: -8.307 -7.038 5.796
O: -8.681 -6.574 6.868
C: -8.207 -8.487 5.560
C: -7.780 -8.959 4.387
C: -7.388 -8.042 3.281
O: -6.981 -8.506 2.221
O: -7.686 -10.319 4.157
O: -8.062 -4.762 4.901
H: -7.239 -5.940 2.690
H: -8.493 -9.141 6.373
H: -7.352 -10.406 3.238
H: -8.390 -4.675 5.822
C: 1.596 10.026 -1.178
C: 2.370 8.970 -0.925
C: 3.636 9.106 -0.153
O: 4.318 8.114 0.080
C: 4.025 10.451 0.302
C: 3.252 11.507 0.046
C: 1.972 11.366 -0.702
O: 1.274 12.354 -0.906
O: 3.612 12.774 0.468
O: 2.024 7.708 -1.371
H: 0.672 9.941 -1.736
H: 4.956 10.538 0.846
H: 2.891 13.366 0.162
H: 2.743 7.115 -1.061